Density functional theory data (ωB97M-V/def2-TZVPD) for a cluster of 2 separate species, C3H3FO in total at a distorted geometry.

Structure (XYZ):
```
8
Properties=species:S:1:pos:R:3:nbo_charge:R:1
C 0.136 -0.121 0.869 -0.44
C 1.053 -0.546 0.036 0.19
C -0.495 0.512 -0.236 0.68
O 0.498 0.025 -1.091 -0.52
F -1.021 1.716 -0.286 -0.30
H 0.164 -0.055 1.953 0.24
H 1.810 -1.218 -0.170 0.21
H -2.144 -0.314 -1.076 -0.06
```

Values from the calculation:
Multiplicity: 1
Lowest unoccupied orbital energy (alpha / beta): -0.01873 / -0.01644 Ha
Calculated total energy: -290.99193 hartree
Frontier orbital gap (alpha / beta): 8.502 / 9.240 eV